(1)
The following is a DFT calculation (the ωB97M-V functional and the def2-TZVPD basis) of a cluster of 8 separate species, H16O8 in total.

Summary:
Total charge: 0
Max |F|: 0.534 eV Å⁻¹
Gap between HOMO and LUMO: 0.4010 Ha
Highest occupied orbital energy: -10.892 eV
DFT total energy: -611.47400 hartree
Structure (SMILES): O.O.O.O.O.O.O.O
LUMO: 0.02 eV

Last columns: bonded neighbours and bond lengths (Å).
Cartesian coordinates (Å):
1 O -0.126 0.765 0.026  H2 0.964, H3 0.964
2 H -0.871 0.681 -0.581  O1 0.964
3 H 0.568 1.164 -0.510  O1 0.964
4 O -3.265 1.488 -0.895  H5 0.964, H6 0.964
5 H -3.873 1.998 -0.348  O4 0.964
6 H -3.824 0.816 -1.303  O4 0.964
7 O 2.588 -1.674 -3.108  H8 0.964, H9 0.964
8 H 2.756 -2.614 -2.978  O7 0.964
9 H 3.324 -1.240 -2.663  O7 0.964
10 O 3.408 1.857 2.354  H11 0.964, H12 0.964
11 H 3.632 1.325 1.582  O10 0.964
12 H 3.599 1.280 3.101  O10 0.964
13 O -2.529 0.377 -4.846  H14 0.964, H15 0.964
14 H -1.973 -0.142 -5.438  O13 0.964
15 H -1.943 0.608 -4.116  O13 0.964
16 O 2.621 -0.084 4.187  H17 0.964, H18 0.964
17 H 3.380 -0.609 4.466  O16 0.964
18 H 2.389 -0.445 3.325  O16 0.964
19 O -1.130 0.828 2.572  H20 0.964, H21 0.964
20 H -1.349 0.339 3.373  O19 0.964
21 H -1.796 0.546 1.935  O19 0.964
22 O -1.714 -3.312 -0.178  H23 0.964, H24 0.964
23 H -1.005 -2.837 0.270  O22 0.964
24 H -1.830 -2.834 -1.007  O22 0.964

---

(2)
The following is a DFT calculation (the ωB97M-V functional and the def2-TZVPD basis) of a cluster of 8 separate species, H16O8 in total at a distorted geometry.

Summary:
Total charge: 0
Max |F|: 3.764 eV Å⁻¹
Gap between HOMO and LUMO: 0.3883 Ha
Highest occupied orbital energy: -10.788 eV
DFT total energy: -611.50596 hartree
Structure (SMILES): O.O.O.O.O.O.O.O
LUMO: -0.22 eV

Last columns: bonded neighbours and bond lengths (Å).
Cartesian coordinates (Å):
1 O -0.668 1.066 -2.187  H2 0.949, H3 0.905
2 H -0.668 1.151 -1.242  O1 0.949
3 H -1.462 1.370 -2.497  O1 0.905
4 O -0.440 0.458 0.758  H5 0.987, H6 0.988
5 H -1.022 -0.339 0.775  O4 0.987
6 H 0.419 0.026 0.981  O4 0.988
7 O 2.305 -0.810 0.071  H8 0.991, H9 0.960
8 H 2.914 -1.517 0.408  O7 0.991
9 H 1.658 -1.287 -0.454  O7 0.960
10 O -0.494 3.409 1.579  H11 0.986, H12 0.958
11 H -0.394 2.461 1.327  O10 0.986
12 H 0.450 3.544 1.667  O10 0.958
13 O -1.843 -2.015 0.618  H14 0.985, H15 0.947
14 H -0.875 -2.156 0.505  O13 0.985
15 H -2.235 -2.876 0.569  O13 0.947
16 O 3.831 1.294 1.487  H17 0.979, H18 0.983
17 H 4.615 1.382 0.908  O16 0.979
18 H 3.375 0.503 1.122  O16 0.983
19 O -3.574 0.022 -0.269  H20 0.942, H21 0.983
20 H -3.221 -0.682 -0.786  O19 0.942
21 H -2.946 0.130 0.479  O19 0.983
22 O 0.338 -1.756 -1.692  H23 0.961, H24 0.947
23 H -0.089 -2.474 -2.167  O22 0.961
24 H 0.024 -0.904 -1.962  O22 0.947

---

(3)
The following is a DFT calculation (the ωB97M-V functional and the def2-TZVPD basis) of a cluster of 8 separate species, H16O8 in total.

Summary:
Total charge: 0
Max |F|: 0.332 eV Å⁻¹
Gap between HOMO and LUMO: 0.4243 Ha
Highest occupied orbital energy: -11.426 eV
DFT total energy: -611.47494 hartree
Structure (SMILES): O.O.O.O.O.O.O.O
LUMO: 0.12 eV

Last columns: bonded neighbours and bond lengths (Å).
Cartesian coordinates (Å):
1 O 0.890 -0.291 4.957  H2 0.957, H3 0.957
2 H 1.208 -1.029 4.437  O1 0.957
3 H 0.088 -0.614 5.367  O1 0.957
4 O -0.646 4.578 3.127  H5 0.957, H6 0.957
5 H -1.226 4.721 3.875  O4 0.957
6 H -0.065 3.871 3.405  O4 0.957
7 O -4.221 -2.036 1.238  H8 0.957, H9 0.957
8 H -3.419 -2.555 1.294  O7 0.957
9 H -4.651 -2.167 2.083  O7 0.957
10 O 0.803 0.031 -0.018  H11 0.957, H12 0.957
11 H 0.106 0.070 0.638  O10 0.957
12 H 0.517 0.631 -0.707  O10 0.957
13 O 5.399 2.577 0.689  H14 0.957, H15 0.957
14 H 4.838 1.804 0.622  O13 0.957
15 H 5.772 2.527 1.569  O13 0.957
16 O -2.657 -2.128 -4.648  H17 0.957, H18 0.957
17 H -3.381 -2.740 -4.513  O16 0.957
18 H -1.924 -2.513 -4.167  O16 0.957
19 O -0.991 2.499 -3.694  H20 0.957, H21 0.957
20 H -1.161 3.407 -3.946  O19 0.957
21 H -1.766 2.019 -3.987  O19 0.957
22 O 1.861 -4.264 -2.785  H23 0.957, H24 0.957
23 H 1.979 -3.588 -2.118  O22 0.957
24 H 2.646 -4.808 -2.718  O22 0.957

---

(4)
The following is a DFT calculation (the ωB97M-V functional and the def2-TZVPD basis) of a cluster of 8 separate species, H16O8 in total.

Summary:
Total charge: 0
Max |F|: 0.940 eV Å⁻¹
Gap between HOMO and LUMO: 0.3867 Ha
Highest occupied orbital energy: -10.710 eV
DFT total energy: -611.51237 hartree
Structure (SMILES): O.O.O.O.O.O.O.O
LUMO: -0.19 eV

Last columns: bonded neighbours and bond lengths (Å).
Cartesian coordinates (Å):
1 O 18.637 -5.017 -6.456  H2 0.957, H3 0.957
2 H 19.431 -4.712 -6.896  O1 0.957
3 H 17.920 -4.619 -6.949  O1 0.957
4 O 18.916 -6.204 -9.346  H5 0.957, H6 0.957
5 H 18.498 -6.021 -8.505  O4 0.957
6 H 18.402 -5.707 -9.983  O4 0.957
7 O 24.769 -6.732 -10.952  H8 0.957, H9 0.957
8 H 25.676 -7.021 -10.858  O7 0.957
9 H 24.269 -7.321 -10.386  O7 0.957
10 O 23.008 -2.870 -8.643  H11 0.957, H12 0.957
11 H 22.852 -2.348 -9.430  O10 0.957
12 H 23.691 -2.394 -8.171  O10 0.957
13 O 22.136 -5.817 -9.029  H14 0.957, H15 0.957
14 H 21.370 -5.823 -8.456  O13 0.957
15 H 22.386 -4.895 -9.088  O13 0.957
16 O 20.580 -3.288 -7.091  H17 0.957, H18 0.957
17 H 21.338 -2.980 -7.589  O16 0.957
18 H 20.224 -2.498 -6.683  O16 0.957
19 O 22.852 -8.384 -9.316  H20 0.957, H21 0.957
20 H 22.059 -8.788 -9.669  O19 0.957
21 H 22.571 -7.515 -9.029  O19 0.957
22 O 19.812 -5.398 -11.704  H23 0.957, H24 0.957
23 H 19.935 -5.642 -10.786  O22 0.957
24 H 20.638 -4.983 -11.954  O22 0.957

---

(5)
The following is a DFT calculation (the ωB97M-V functional and the def2-TZVPD basis) of a cluster of 8 separate species, H16O8 in total.

Summary:
Total charge: 0
Max |F|: 0.860 eV Å⁻¹
Gap between HOMO and LUMO: 0.3618 Ha
Highest occupied orbital energy: -10.174 eV
DFT total energy: -611.46557 hartree
Structure (SMILES): O.O.O.O.O.O.O.O
LUMO: -0.33 eV

Last columns: bonded neighbours and bond lengths (Å).
Cartesian coordinates (Å):
1 O -0.278 0.405 -1.044  H2 0.964, H3 0.964
2 H -0.996 -0.179 -0.775  O1 0.964
3 H -0.378 1.177 -0.475  O1 0.964
4 O -1.474 0.855 4.481  H5 0.964, H6 0.964
5 H -1.473 1.477 3.744  O4 0.964
6 H -1.577 -0.006 4.061  O4 0.964
7 O 2.673 -2.059 -2.535  H8 0.964, H9 0.964
8 H 1.749 -1.791 -2.588  O7 0.964
9 H 2.639 -3.022 -2.548  O7 0.964
10 O 2.104 0.783 -1.809  H11 0.964, H12 0.964
11 H 2.826 0.156 -1.682  O10 0.964
12 H 1.659 0.804 -0.954  O10 0.964
13 O -3.607 2.802 1.757  H14 0.964, H15 0.964
14 H -3.764 1.876 1.540  O13 0.964
15 H -2.786 2.788 2.262  O13 0.964
16 O -2.893 -0.877 -3.790  H17 0.964, H18 0.964
17 H -2.076 -1.142 -4.227  O16 0.964
18 H -2.978 0.060 -4.001  O16 0.964
19 O 3.046 0.068 1.421  H20 0.964, H21 0.964
20 H 2.968 0.929 1.848  O19 0.964
21 H 3.993 -0.112 1.429  O19 0.964
22 O 0.329 -1.487 0.963  H23 0.964, H24 0.964
23 H 0.030 -2.396 1.077  O22 0.964
24 H 0.266 -1.107 1.846  O22 0.964